{
  "formula": "C4H6N4",
  "method": "ωB97M-V/def2-TZVPD",
  "homo_lumo_gap_ev": 8.81,
  "homo_ev": -8.14,
  "smiles": "NN1C=CC=NN=C1",
  "elements": ["N", "N", "C", "C", "C", "N", "N", "C", "H", "H", "H", "H", "H", "H"],
  "positions_angstrom": [[1.0930, 0.4991, -2.0824], [0.6583, 0.0543, -0.8417], [-0.1458, -1.0095, -0.8153], [-0.9536, -1.3830, 0.3030], [-0.3237, -0.8795, 1.6626], [-0.1169, 0.4050, 1.7918], [-0.5578, 1.1830, 0.9661], [0.1494, 1.2904, -0.1295], [0.0705, 0.4094, -2.5282], [1.8015, -0.2978, -2.4877], [-0.5410, -1.6587, -1.7601], [-1.4928, -2.1714, 0.2138], [-0.0614, -1.6132, 2.4486], [0.3285, 2.2319, -0.8478]],
  "nbo_charge": [-0.64, -0.34, 0.01, -0.34, 0.01, -0.21, -0.24, 0.20, 0.34, 0.37, 0.21, 0.19, 0.20, 0.22]
}